A structure of composition C21H19N5OS2Ta, computed with ωB97M-V with the def2-TZVPD basis set.

Computed properties:
Gap between HOMO and LUMO, eV: 5.43
Charge: +3
HOMO energy, eV: -16.31

Positions of all 49 atoms, in Å:
Ta: 0.3799 -0.5163 -0.0463
C: -2.3350 0.9972 -0.3924
N: -1.4251 -0.0997 -0.8565
C: -1.7986 -0.8599 -1.9112
C: -0.9074 -1.8357 -2.2869
C: -0.8622 -2.8474 -3.2498
C: 0.3428 -3.5315 -3.0715
C: 1.0027 -2.9398 -2.0121
N: 0.2775 -1.8926 -1.5079
C: -2.8667 1.8147 -1.5333
C: -4.2481 1.9453 -1.6546
C: -4.7905 2.6933 -2.6924
C: -3.9511 3.3002 -3.6136
C: -2.5717 3.1660 -3.5008
C: -2.0292 2.4278 -2.4625
H: -1.7593 1.5837 0.3376
H: -3.1534 0.5243 0.1534
H: -2.7333 -0.6525 -2.4237
H: -1.6240 -3.0494 -3.9866
H: 0.7080 -4.3684 -3.6428
H: 1.9629 -3.2005 -1.5941
H: -4.9041 1.4731 -0.9340
H: -5.8629 2.7969 -2.7776
H: -4.3716 3.8805 -4.4233
H: -1.9248 3.6473 -4.2207
H: -0.9511 2.3470 -2.3798
O: 1.8976 -1.4970 0.7064
N: 1.8939 -2.3014 1.7968
C: 2.9951 -3.0373 2.0485
C: 2.9947 -3.8398 3.1631
C: 1.8647 -3.8656 3.9807
C: 0.7529 -3.0971 3.6782
C: 0.7718 -2.2918 2.5481
S: -0.5814 -1.3198 1.9997
H: 3.8022 -2.9329 1.3380
H: 3.8670 -4.4402 3.3789
H: 1.8529 -4.4969 4.8596
H: -0.1336 -3.1211 4.2960
S: 1.4848 1.5925 -0.6417
C: 2.0792 2.0535 0.9396
N: 2.8312 3.1738 1.0298
C: 3.2553 3.6523 2.2185
C: 2.9098 2.9717 3.3600
C: 2.1461 1.8189 3.2028
N: 1.7413 1.3672 2.0112
H: 3.0727 3.6840 0.1832
H: 3.8434 4.5607 2.1859
H: 3.2173 3.3214 4.3346
H: 1.8369 1.2413 4.0654

=====

A structure of composition C21H19N6O4RuS at a distorted geometry, computed with ωB97M-V with the def2-TZVPD basis set.

Computed properties:
Gap between HOMO and LUMO (spin up / spin down), eV: 5.24 / 5.13
Charge: +3
HOMO energy (spin up / spin down), eV: -18.04 / -17.97

Positions of all 52 atoms, in Å:
Ru: 0.2192 -0.1150 0.4885
O: 2.3257 0.0678 0.5364
C: 2.9784 1.1199 0.3607
C: 2.4365 2.4152 0.1096
C: 3.3354 3.4596 -0.0991
C: 2.8481 4.7287 -0.3628
C: 1.4935 5.0097 -0.4288
C: 0.5835 3.9843 -0.2195
C: 1.0332 2.6862 0.0629
O: 0.1100 1.7782 0.2997
N: 3.8281 5.8235 -0.5865
O: 3.3672 6.8996 -0.8491
O: 4.9879 5.5145 -0.4916
H: 4.0690 1.0348 0.3937
H: 4.4091 3.3117 -0.0711
H: 1.1724 6.0214 -0.6443
H: -0.4831 4.1624 -0.2545
C: -3.8902 0.2049 -0.6820
C: -4.5420 0.1742 0.5412
C: -3.7968 0.0440 1.7073
C: -2.4220 -0.0529 1.6131
N: -1.8024 -0.0237 0.4171
C: -2.5097 0.1028 -0.7042
C: -1.5008 -0.1964 2.7442
C: -1.8624 -0.2961 4.0746
C: -0.8783 -0.4376 5.0414
C: 0.4592 -0.4811 4.6640
C: 0.7748 -0.3753 3.3292
N: -0.1859 -0.2328 2.3973
H: -4.4335 0.3079 -1.6103
H: -5.6197 0.2534 0.5917
H: -4.2890 0.0239 2.6690
H: -1.9570 0.1164 -1.6370
H: -2.9043 -0.2669 4.3578
H: -1.1531 -0.5163 6.0853
H: 1.2484 -0.5955 5.3932
H: 1.7948 -0.4058 2.9709
C: -2.7807 -4.9687 -1.6349
C: -2.3140 -4.7520 -0.1877
C: -1.1209 -3.8678 -0.1326
N: -1.1384 -2.6244 0.1761
N: 0.1095 -2.0239 0.0987
C: 1.0928 -2.9224 -0.2666
N: 2.3700 -2.6336 -0.3513
S: 0.4715 -4.4852 -0.5663
H: -3.6462 -5.6275 -1.6362
H: -2.0077 -5.4389 -2.2438
H: -3.0654 -4.0258 -2.1007
H: -2.0683 -5.7112 0.2740
H: -3.0943 -4.2843 0.4123
H: 2.7222 -1.7220 -0.0857
H: 3.0408 -3.3436 -0.6154

=====

A cluster of 2 separate species, C21H19O2 in total at a distorted geometry, computed with ωB97M-V with the def2-TZVPD basis set.

Computed properties:
Gap between HOMO and LUMO, eV: 5.55
Charge: +1
HOMO energy, eV: -11.17

Positions of all 42 atoms, in Å:
C: 2.5137 1.1624 -2.8561
O: 1.1400 1.4446 -2.5306
C: 0.3064 0.2627 -2.5477
C: -1.1721 0.5935 -2.8215
C: -2.0235 -0.5182 -2.8366
C: -3.4142 -0.3458 -2.9411
C: -3.9352 0.9445 -3.0842
C: -3.0750 2.0400 -3.0806
C: -1.6861 1.8828 -2.9614
H: 3.0714 2.0941 -3.0487
H: 3.0036 0.6149 -2.0252
H: 2.6013 0.5745 -3.7873
H: 0.6016 -0.5234 -3.3390
H: -1.5981 -1.5223 -2.7872
H: -4.0415 -1.2282 -2.8889
H: -5.0230 1.0687 -3.0379
H: -3.5042 3.0316 -3.1479
H: -1.0180 2.7374 -2.9997
H: 0.3571 -0.2579 -1.5819
C: 1.1795 0.6411 1.9052
C: -0.1281 0.5132 2.3520
C: -0.4305 -0.5978 3.1689
O: 0.4949 -1.5897 3.3528
C: 1.7511 -1.4959 2.8117
C: 2.1112 -0.3798 2.0294
C: 3.2947 -0.5016 1.2615
C: 4.0989 -1.6342 1.3752
C: 3.7459 -2.6977 2.2374
C: 2.5268 -2.6671 2.8942
C: -1.7320 -0.8811 3.6266
C: -2.7350 0.0395 3.3592
C: -2.4882 1.0978 2.4550
C: -1.2218 1.3054 1.9213
H: 1.4162 1.4698 1.2390
H: 3.5027 0.3238 0.5799
H: 5.0049 -1.7263 0.7775
H: 4.3782 -3.5848 2.3322
H: 2.0881 -3.5304 3.3986
H: -1.9172 -1.8510 4.1013
H: -3.7302 -0.1260 3.7830
H: -3.3184 1.7470 2.1657
H: -0.9958 2.0698 1.1761

=====

A structure of composition C21H20BN5O3S5W at a distorted geometry, computed with ωB97M-V with the def2-TZVPD basis set.

Computed properties:
Gap between HOMO and LUMO (spin up / spin down), eV: 5.83 / 7.81
Charge: 0
HOMO energy (spin up / spin down), eV: -6.60 / -8.74
Multiplicity: 3

Positions of all 56 atoms, in Å:
W: -0.6830 0.4763 -0.3332
S: -1.5383 -1.0331 3.9298
C: -0.5725 0.3967 4.1229
C: -0.1744 1.0127 5.3068
C: 0.5665 2.1734 5.2130
C: 0.8975 2.7118 3.9621
C: 0.5008 2.0988 2.7912
C: -0.2402 0.9249 2.8810
N: -0.7465 0.1665 1.8109
C: -1.4435 -0.8591 2.2265
C: -2.0209 -1.7374 1.2278
C: -2.7649 -2.8669 1.5589
C: -3.2526 -3.6762 0.5541
C: -2.9872 -3.3413 -0.7740
C: -2.2572 -2.2110 -1.0973
C: -1.7456 -1.3545 -0.1019
H: -0.4443 0.5993 6.2698
H: 0.8841 2.6780 6.1159
H: 1.4632 3.6326 3.9106
H: 0.7327 2.5306 1.8282
H: -2.9674 -3.1116 2.5963
H: -3.8330 -4.5573 0.7934
H: -3.3607 -3.9762 -1.5684
H: -2.0740 -1.9980 -2.1413
C: 1.9434 -2.0195 1.8684
N: 1.8914 -2.2359 0.4247
C: 1.9253 -3.4632 -0.1952
C: 1.9646 -3.2184 -1.5228
N: 1.9637 -1.8521 -1.7119
B: 2.1658 -1.3181 -3.2101
N: 1.9272 0.2138 -3.3559
C: 2.8950 1.1379 -3.6875
C: 2.2968 2.3464 -3.7914
N: 0.9560 2.1470 -3.5288
C: -0.0828 3.1839 -3.5830
C: 0.7649 0.8569 -3.2310
S: -0.7341 0.1266 -2.7262
C: 1.9012 -1.2676 -0.5154
S: 1.8015 0.4377 -0.1318
H: 1.8566 -2.9913 2.3478
H: 1.1272 -1.3803 2.1868
H: 2.8882 -1.5556 2.1431
H: 1.9025 -4.3840 0.3605
H: 1.9837 -3.8963 -2.3579
H: 3.3226 -1.5329 -3.5147
H: 1.3796 -1.9320 -3.8951
H: 3.9198 0.8486 -3.8355
H: 2.6860 3.3153 -4.0490
H: 0.4102 4.1200 -3.8305
H: -0.5819 3.2659 -2.6218
H: -0.8099 2.9378 -4.3522
O: -4.4308 3.4340 0.5230
S: -3.4099 4.1522 -0.1634
O: -3.4526 4.2055 -1.5891
O: -2.6950 5.1719 0.5337
S: -1.6150 2.4668 -0.0708

=====

A structure of composition C21H20BeClN3O3S3Si, computed with ωB97M-V with the def2-TZVPD basis set.

Computed properties:
Gap between HOMO and LUMO, eV: 6.37
Charge: -2
HOMO energy, eV: -2.27

Positions of all 53 atoms, in Å:
Be: -1.4325 -0.9943 -1.4690
S: -2.8909 -1.6017 -3.0868
C: -1.4145 -1.7279 -3.9675
S: -0.0006 -1.4533 -3.0247
C: -1.3694 -2.0249 -5.3297
C: -0.1429 -2.1409 -6.0381
N: 0.8321 -2.2300 -6.6516
C: -2.5486 -2.2324 -6.0948
N: -3.4841 -2.3954 -6.7532
C: -1.5103 4.4534 2.5212
Si: -0.1573 3.5210 1.5822
C: 0.9916 4.8171 0.8406
C: 0.7862 2.5593 2.8748
C: -1.0198 2.6433 0.1648
C: -1.9486 3.3737 -0.5462
C: -2.6601 2.8083 -1.6088
C: -2.4548 1.4741 -1.8599
N: -1.5665 0.7280 -1.1924
C: -0.7561 1.2991 -0.2493
S: 0.5636 0.4145 0.3457
H: -1.0851 5.0366 3.3419
H: -2.2269 3.7457 2.9439
H: -2.0647 5.1374 1.8759
H: 1.4784 5.4131 1.6170
H: 0.4403 5.4938 0.1834
H: 1.7670 4.3321 0.2443
H: 1.0927 3.2472 3.6705
H: 1.6592 2.0721 2.4485
H: 0.1678 1.7716 3.3076
H: -2.1409 4.4092 -0.2786
H: -3.3761 3.3717 -2.1903
H: -3.0128 0.9433 -2.6219
C: 3.2808 -1.9049 -0.3614
C: 2.7026 -2.2162 0.9852
C: 3.3458 -1.8713 2.1588
C: 2.7694 -2.1623 3.3874
Cl: 3.6142 -1.7081 4.8586
C: 1.5475 -2.7903 3.4680
C: 0.8827 -3.1453 2.2983
C: 1.4587 -2.8629 1.0662
O: 0.9052 -3.1723 -0.1247
C: -0.3443 -3.8428 -0.1426
C: -1.5203 -2.9955 0.3764
O: -2.2283 -3.4390 1.2716
O: -1.6749 -1.8906 -0.2314
H: 4.2158 -1.3536 -0.2596
H: 2.5761 -1.3112 -0.9460
H: 3.4669 -2.8204 -0.9267
H: 4.2995 -1.3605 2.1187
H: 1.0990 -2.9915 4.4315
H: -0.0945 -3.6034 2.3574
H: -0.2937 -4.7820 0.4149
H: -0.5235 -4.0404 -1.2003